Molecular formula: C4H6O2
Method: DFT, ωB97M-V/def2-TZVPD

The value obtained for the HOMO energy is -8.91 eV. The value obtained for the lowest unoccupied orbital energy is -0.023 Ha. Its energy above the lowest of the compared OMol25 structures with the same formula, charge and spin is 378.8 kJ/mol. Its calculated total energy is -8336.53529 eV. Its frontier orbital gap is 0.304 Ha.

Geometry (Å):
H (-1.892, 0.542, 0.517)
C (1.556, -0.005, -0.844)
H (2.129, -0.026, -1.772)
C (-1.318, -0.362, 0.703)
O (-0.142, 1.744, -1.150)
H (0.117, 0.893, 1.901)
H (-1.158, -0.863, -0.265)
C (0.017, 0.037, 1.258)
H (-1.881, -1.065, 1.321)
O (1.759, -0.821, 0.014)
C (0.481, 0.997, -0.446)
H (0.485, -0.834, 1.788)


Molecular formula: C4H6O2
Method: DFT, ωB97M-V/def2-TZVPD

The value obtained for the HOMO energy is -8.53 eV. The value obtained for the lowest unoccupied orbital energy is 0.021 Ha. Its energy above the lowest of the compared OMol25 structures with the same formula, charge and spin is 392.8 kJ/mol. Its calculated total energy is -8336.39054 eV. Its frontier orbital gap is 0.335 Ha.

Geometry (Å):
H (-3.014, 1.089, 0.230)
H (-2.069, 1.081, 1.853)
C (1.240, -0.002, 0.117)
H (2.052, -0.199, 0.832)
H (1.657, 0.597, -0.711)
O (0.250, 0.736, 0.797)
H (-0.845, 0.696, -0.954)
H (1.342, -2.667, -1.512)
C (-0.932, 0.806, 0.128)
C (0.719, -1.316, -0.407)
O (1.677, -1.834, -1.142)
C (-2.077, 1.013, 0.769)


Molecular formula: C4H6O2
Method: DFT, ωB97M-V/def2-TZVPD

The value obtained for the HOMO energy (spin up / spin down) is -9.49 / -9.49 eV. The value obtained for the lowest unoccupied orbital energy (spin up / spin down) is -0.035 / -0.035 Ha. Its energy above the lowest of the compared OMol25 structures with the same formula, charge and spin is 368.4 kJ/mol. Its calculated total energy is -8336.64300 eV. Its frontier orbital gap (spin up / spin down) is 0.314 / 0.314 Ha.

Geometry (Å):
H (-0.822, -1.357, 1.192)
C (-1.023, -0.786, 0.291)
H (1.415, -1.099, 0.519)
C (0.973, -0.523, -0.289)
C (-1.389, 0.520, 0.392)
H (0.903, -1.050, -1.236)
O (0.583, 1.889, -0.122)
O (2.493, 0.706, -0.692)
H (-1.327, 1.062, 1.329)
H (-1.797, 1.068, -0.449)
C (1.300, 0.926, -0.347)
H (-1.310, -1.355, -0.589)


Molecular formula: C4H6O2
Method: DFT, ωB97M-V/def2-TZVPD

The value obtained for the HOMO energy is -9.79 eV. The value obtained for the lowest unoccupied orbital energy is 0.031 Ha. Its SMILES is O=C1CCOC1. Its energy above the lowest of the compared OMol25 structures with the same formula, charge and spin is 101.8 kJ/mol. Its calculated total energy is -8339.40635 eV. Its frontier orbital gap is 0.391 Ha.

Geometry (Å):
H (-1.395, -1.522, -0.818)
H (2.073, 0.044, -0.887)
H (-1.214, 0.879, -1.142)
H (-1.711, 0.925, 0.569)
O (0.743, 2.002, 0.839)
C (0.418, 1.007, 0.240)
C (1.375, -0.124, -0.058)
C (-0.795, -0.989, -0.073)
O (0.587, -1.262, -0.336)
H (-1.065, -1.373, 0.920)
C (-0.972, 0.532, -0.131)
H (1.957, -0.119, 0.877)


Molecular formula: C4H6O2
Method: DFT, ωB97M-V/def2-TZVPD

The value obtained for the HOMO energy is -10.25 eV. The value obtained for the lowest unoccupied orbital energy is 0.023 Ha. Its SMILES is C[C@@H]1O[C@@H]1C=O. Its energy above the lowest of the compared OMol25 structures with the same formula, charge and spin is 234.2 kJ/mol. Its calculated total energy is -8338.03390 eV. Its frontier orbital gap is 0.399 Ha.

Geometry (Å):
O (-0.364, -1.406, 0.530)
H (-1.319, -0.820, -1.213)
C (0.695, -0.943, -0.277)
H (-1.454, 0.843, 1.100)
C (-0.687, -0.408, -0.406)
C (1.637, -0.061, 0.376)
H (-2.114, 1.342, -0.385)
C (-1.148, 0.890, 0.053)
O (2.716, 0.241, -0.159)
H (1.042, -1.579, -0.964)
H (-0.344, 1.610, -0.053)
H (1.340, 0.292, 1.399)


Molecular formula: C4H6O2
Method: DFT, ωB97M-V/def2-TZVPD

The value obtained for the HOMO energy is -8.48 eV. The value obtained for the lowest unoccupied orbital energy is 0.014 Ha. Its energy above the lowest of the compared OMol25 structures with the same formula, charge and spin is 533.9 kJ/mol. Its calculated total energy is -8334.92728 eV. Its frontier orbital gap is 0.326 Ha.

Geometry (Å):
H (1.110, 0.513, -1.455)
H (-2.786, -0.019, 0.573)
H (-1.478, 1.192, 1.070)
O (-1.172, 0.261, -0.809)
H (1.746, -0.902, -0.538)
C (0.423, -0.370, 1.097)
H (2.749, 0.547, -0.643)
C (1.719, 0.194, -0.609)
C (-0.708, -0.673, 0.176)
C (-1.756, 0.319, 0.477)
O (1.170, 0.642, 0.651)
H (-1.019, -1.704, 0.012)


Molecular formula: C4H6O2
Method: DFT, ωB97M-V/def2-TZVPD

The value obtained for the HOMO energy is -9.39 eV. The value obtained for the lowest unoccupied orbital energy is 0.022 Ha. Its SMILES is C=C[C@@H](O)C=O. Its energy above the lowest of the compared OMol25 structures with the same formula, charge and spin is 228.1 kJ/mol. Its calculated total energy is -8338.09741 eV. Its frontier orbital gap is 0.367 Ha.

Geometry (Å):
H (1.594, -1.256, -1.651)
O (0.403, 2.250, 0.042)
H (1.553, -0.494, 0.351)
C (-0.557, -0.660, 0.545)
O (0.666, -1.131, -1.395)
C (0.638, -0.347, -0.229)
H (-0.419, -1.801, 0.837)
H (-1.605, 1.121, 0.992)
H (-2.247, -0.439, 1.772)
H (0.884, 1.431, -1.734)
C (-1.511, 0.049, 1.141)
C (0.601, 1.277, -0.671)


Molecular formula: C4H6O2
Method: DFT, ωB97M-V/def2-TZVPD

The value obtained for the HOMO energy is -10.52 eV. The value obtained for the lowest unoccupied orbital energy is 0.033 Ha. Its energy above the lowest of the compared OMol25 structures with the same formula, charge and spin is 78.4 kJ/mol. Its calculated total energy is -8339.64871 eV. Its frontier orbital gap is 0.419 Ha.

Geometry (Å):
C (-0.231, -0.216, -0.335)
H (-1.606, 0.112, 1.327)
H (-0.293, -0.481, -1.395)
C (0.918, 0.785, -0.029)
C (-1.619, -0.078, 0.249)
H (1.318, 1.555, -0.700)
H (0.762, 1.207, 0.970)
H (-2.210, -0.983, 0.055)
H (-2.130, 0.756, -0.245)
O (0.588, -1.280, 0.265)
C (1.699, -0.507, 0.047)
O (2.806, -0.869, -0.209)


Molecular formula: C4H6O2
Method: DFT, ωB97M-V/def2-TZVPD

The value obtained for the HOMO energy is -10.06 eV. The value obtained for the lowest unoccupied orbital energy is 0.029 Ha. Its SMILES is O=CCCC=O. Its energy above the lowest of the compared OMol25 structures with the same formula, charge and spin is 138.4 kJ/mol. Its calculated total energy is -8339.02635 eV. Its frontier orbital gap is 0.398 Ha.

Geometry (Å):
C (1.078, -0.069, 1.565)
C (-1.342, -0.073, -1.309)
H (-0.454, 1.337, 0.695)
H (-1.747, -0.771, -2.048)
H (-0.127, -1.421, -0.217)
O (2.258, -0.241, 1.595)
H (1.139, 1.212, -0.102)
H (0.617, -0.470, -1.461)
O (-2.115, 0.760, -0.876)
C (0.355, 0.667, 0.428)
H (0.404, -0.537, 2.320)
C (-0.065, -0.394, -0.588)


Molecular formula: C4H6O2
Method: DFT, ωB97M-V/def2-TZVPD

The value obtained for the HOMO energy (spin up / spin down) is -9.37 / -9.58 eV. The value obtained for the lowest unoccupied orbital energy (spin up / spin down) is -0.047 / -0.027 Ha. Its energy above the lowest of the compared OMol25 structures with the same formula, charge and spin is 384.9 kJ/mol. Its calculated total energy is -8336.47206 eV. Its frontier orbital gap (spin up / spin down) is 0.297 / 0.325 Ha.

Geometry (Å):
H (-0.439, -1.636, 1.522)
H (0.120, 0.099, 1.769)
O (0.731, 1.693, -0.431)
O (1.967, -0.522, 0.059)
C (-0.162, -0.679, 1.063)
H (0.356, -1.473, -0.875)
H (-1.894, -0.213, -1.079)
H (2.052, 0.458, 0.071)
C (0.019, 0.703, -0.579)
H (-1.945, 1.589, -0.723)
C (0.607, -0.651, -0.194)
C (-1.405, 0.637, -0.616)


Molecular formula: C4H6O2
Method: DFT, ωB97M-V/def2-TZVPD

The value obtained for the HOMO energy is -9.53 eV. The value obtained for the lowest unoccupied orbital energy is -0.022 Ha. Its energy above the lowest of the compared OMol25 structures with the same formula, charge and spin is 557.1 kJ/mol. Its calculated total energy is -8334.68714 eV. Its frontier orbital gap is 0.328 Ha.

Geometry (Å):
C (-0.218, -0.906, 0.015)
H (-2.018, -1.909, -0.332)
H (-1.455, -0.734, -1.672)
O (0.651, 0.078, -0.457)
C (-1.287, -1.203, -0.706)
H (2.443, 0.965, -0.344)
C (1.887, 0.138, 0.117)
H (-1.552, 1.441, 0.450)
H (0.052, -1.311, 0.983)
O (2.299, -0.602, 0.962)
H (-0.193, 2.452, 0.115)
C (-0.560, 1.723, 0.871)


Molecular formula: C4H6O2
Method: DFT, ωB97M-V/def2-TZVPD

The value obtained for the HOMO energy is -10.45 eV. The value obtained for the lowest unoccupied orbital energy is 0.038 Ha. Its SMILES is O=COC1CC1. Its energy above the lowest of the compared OMol25 structures with the same formula, charge and spin is 135.2 kJ/mol. Its calculated total energy is -8339.06006 eV. Its frontier orbital gap is 0.422 Ha.

Geometry (Å):
C (1.409, 0.012, -0.500)
H (2.393, 0.466, -0.449)
C (-2.007, 0.005, -0.330)
H (-2.772, 0.188, -1.100)
O (-2.138, -0.750, 0.594)
H (1.181, -0.484, -1.440)
H (1.286, -0.481, 1.682)
C (0.247, 0.698, 0.142)
H (0.402, 1.630, 0.678)
O (-0.938, 0.755, -0.635)
C (0.768, -0.571, 0.731)
H (0.172, -1.469, 0.628)


Molecular formula: C4H6O2
Method: DFT, ωB97M-V/def2-TZVPD

The value obtained for the HOMO energy is -9.28 eV. The value obtained for the lowest unoccupied orbital energy is 0.034 Ha. Its energy above the lowest of the compared OMol25 structures with the same formula, charge and spin is 296.2 kJ/mol. Its calculated total energy is -8337.39155 eV. Its frontier orbital gap is 0.375 Ha.

Geometry (Å):
H (-0.309, 0.540, -2.170)
H (-0.689, 0.373, 1.880)
H (1.971, 0.667, 0.631)
O (-0.873, 0.764, -1.423)
C (-0.319, 0.109, 0.895)
C (-0.128, 1.033, -0.270)
H (-0.956, -1.285, -0.642)
H (-0.439, -2.156, 0.852)
O (1.071, -1.101, -0.204)
C (-0.304, -1.270, 0.233)
C (1.041, 0.230, 0.269)
H (-0.066, 2.096, -0.050)


Molecular formula: C4H6O2
Method: DFT, ωB97M-V/def2-TZVPD

The value obtained for the HOMO energy is -9.25 eV. The value obtained for the lowest unoccupied orbital energy is 0.012 Ha. Its energy above the lowest of the compared OMol25 structures with the same formula, charge and spin is 303.9 kJ/mol. Its calculated total energy is -8337.31192 eV. Its frontier orbital gap is 0.352 Ha.

Geometry (Å):
O (-1.414, -1.376, -1.098)
H (2.223, 0.131, -0.514)
O (0.335, 1.846, 0.752)
C (0.439, 0.807, 0.202)
H (-1.007, -0.011, 1.880)
C (-0.736, -0.740, 1.122)
H (0.845, -0.447, -1.498)
H (-0.632, -1.774, 1.514)
H (-1.411, 0.523, -0.373)
H (1.457, 1.233, -1.682)
C (1.273, 0.410, -0.979)
C (-1.307, -0.573, -0.187)


Molecular formula: C4H6O2
Method: DFT, ωB97M-V/def2-TZVPD

The value obtained for the HOMO energy is -9.36 eV. The value obtained for the lowest unoccupied orbital energy is 0.001 Ha. Its SMILES is CC(=O)CC=O. Its energy above the lowest of the compared OMol25 structures with the same formula, charge and spin is 267.8 kJ/mol. Its calculated total energy is -8337.68549 eV. Its frontier orbital gap is 0.345 Ha.

Geometry (Å):
O (0.717, 1.398, 0.781)
O (-2.087, -1.468, -0.749)
H (2.553, 0.341, -0.685)
C (1.479, 0.391, -0.874)
C (-1.567, -0.489, -0.276)
H (-0.641, -1.519, 1.352)
H (-1.730, 0.518, -0.717)
C (0.689, 0.224, 0.489)
H (1.284, 1.378, -1.373)
H (1.078, -0.372, -1.504)
C (-0.643, -0.509, 0.933)
H (-1.076, 0.190, 1.671)


Molecular formula: C4H6O2
Method: DFT, ωB97M-V/def2-TZVPD

The value obtained for the HOMO energy is -9.97 eV. The value obtained for the lowest unoccupied orbital energy is 0.035 Ha. Its SMILES is O=CCCC=O. Its energy above the lowest of the compared OMol25 structures with the same formula, charge and spin is 101.3 kJ/mol. Its calculated total energy is -8339.41161 eV. Its frontier orbital gap is 0.402 Ha.

Geometry (Å):
H (0.993, 1.133, 1.184)
C (0.487, 0.735, 0.291)
O (-1.398, -0.159, -1.436)
H (-1.140, 0.035, 1.529)
C (1.566, 0.214, -0.625)
H (-0.001, 1.588, -0.198)
H (-2.429, -1.296, -0.186)
H (-0.020, -1.255, 1.019)
C (-0.521, -0.335, 0.708)
C (-1.514, -0.685, -0.360)
O (1.745, -0.957, -0.854)
H (2.233, 0.982, -1.071)


Molecular formula: C4H6O2
Method: DFT, ωB97M-V/def2-TZVPD

The value obtained for the HOMO energy is -10.02 eV. The value obtained for the lowest unoccupied orbital energy is 0.000 Ha. Its SMILES is O=C/C=C\CO. Its energy above the lowest of the compared OMol25 structures with the same formula, charge and spin is 202.0 kJ/mol. Its calculated total energy is -8338.36787 eV. Its frontier orbital gap is 0.369 Ha.

Geometry (Å):
C (-0.500, -1.278, 0.152)
O (0.317, -1.426, -0.982)
H (0.061, 2.585, -0.517)
H (-1.544, -1.102, -0.144)
C (0.706, 0.830, 0.481)
H (0.096, -0.664, -1.548)
H (-0.456, -2.221, 0.704)
O (-0.533, 1.013, -1.616)
H (1.500, 1.368, 0.980)
H (0.176, -0.379, 2.122)
C (0.093, -0.218, 1.047)
C (0.082, 1.492, -0.678)


Molecular formula: C4H6O2
Method: DFT, ωB97M-V/def2-TZVPD

The value obtained for the HOMO energy (spin up / spin down) is -8.49 / -8.09 eV. The value obtained for the lowest unoccupied orbital energy (spin up / spin down) is 0.014 / -0.034 Ha. Its energy above the lowest of the compared OMol25 structures with the same formula, charge and spin is 459.1 kJ/mol. Its calculated total energy is -8335.70283 eV. Its frontier orbital gap (spin up / spin down) is 0.326 / 0.264 Ha.

Geometry (Å):
C (-1.239, -0.214, 0.135)
H (-0.451, -0.188, -1.922)
H (2.437, 0.546, 1.035)
C (1.507, 0.125, 0.603)
C (-0.495, -0.785, -1.013)
H (-0.501, -1.862, -1.163)
H (-2.328, -0.153, -0.001)
O (-0.783, 1.119, 0.245)
C (0.576, 1.139, 0.224)
H (0.926, 2.160, 0.368)
O (1.430, -1.104, 0.455)
H (-1.037, -0.793, 1.045)


Molecular formula: C4H6O2
Method: DFT, ωB97M-V/def2-TZVPD

The value obtained for the HOMO energy is -9.06 eV. The value obtained for the lowest unoccupied orbital energy is 0.035 Ha. Its SMILES is C=C=O.CC=O. Its energy above the lowest of the compared OMol25 structures with the same formula, charge and spin is 163.4 kJ/mol. Its calculated total energy is -8338.76761 eV. Its frontier orbital gap is 0.368 Ha.

Geometry (Å):
C (-2.426, -0.361, -0.030)
C (-1.006, -0.043, -0.388)
O (1.298, 1.997, 0.170)
C (1.965, 1.038, 0.240)
H (-0.795, 1.029, -0.560)
C (2.717, -0.033, 0.311)
H (-3.082, -0.117, -0.875)
O (-0.117, -0.858, -0.481)
H (2.277, -0.971, 0.000)
H (-2.523, -1.417, 0.222)
H (3.730, 0.035, 0.681)
H (-2.739, 0.263, 0.817)


Molecular formula: C4H6O2
Method: DFT, ωB97M-V/def2-TZVPD

The value obtained for the HOMO energy is -9.91 eV. The value obtained for the lowest unoccupied orbital energy is 0.034 Ha. Its energy above the lowest of the compared OMol25 structures with the same formula, charge and spin is 234.7 kJ/mol. Its calculated total energy is -8338.02844 eV. Its frontier orbital gap is 0.398 Ha.

Geometry (Å):
H (-0.057, -1.500, -0.626)
H (0.385, 1.499, -0.377)
C (-0.387, -0.457, -0.767)
H (-0.571, -0.275, -1.821)
H (-1.946, -0.993, 0.349)
H (-2.105, 0.814, -0.125)
H (2.089, 0.540, 1.491)
O (2.456, -0.643, -0.124)
C (0.401, 0.506, 0.087)
O (-0.540, 0.437, 1.178)
C (1.769, 0.107, 0.524)
C (-1.494, -0.036, 0.210)